Density functional theory data (ωB97M-V/def2-TZVPD) for the molecule C5H8O2 in a non-equilibrium geometry.

Last column: Mulliken charge in e.
CARTESIAN COORDINATES (ANGSTROEM)
C  1.5040  -0.3420  0.1582  -0.391
C  1.1045  0.9273  -0.6607  -0.312
O  -0.1864  1.3967  -0.2852  -0.377
C  -1.0786  0.3290  -0.3612  -0.076
C  -1.8078  -0.1376  0.8609  -0.804
C  -0.5803  -0.8910  0.3592  0.090
O  0.5362  -0.5828  1.1333  -0.405
H  1.4296  -1.2858  -0.5364  0.214
H  2.4614  -0.2362  0.6820  0.310
H  1.7857  1.7689  -0.5085  0.314
H  1.1144  0.6547  -1.7242  0.268
H  -1.5784  0.1985  -1.3231  0.339
H  -1.6614  0.4849  1.7494  0.242
H  -2.8189  -0.5168  0.7630  0.251
H  -0.2240  -1.7679  -0.3066  0.337

Its spin multiplicity is 1. For the HOMO energy, the calculation gives -9.32 eV. Its frontier orbital gap is 0.384 Ha. Its total energy is -345.692257 Eh. The LUMO energy is 0.042 Ha. Its SMILES is C1CO[C@@H]2C[C@@H]2O1.


Density functional theory data (ωB97M-V/def2-TZVPD) for a 6-piece molecular cluster, C34H82F6N5O2P overall in a non-equilibrium geometry.

Last column: Mulliken charge in e.
CARTESIAN COORDINATES (ANGSTROEM)
P  -0.1949  0.2382  -0.0801  2.035
F  -1.3493  -0.8208  0.2222  -0.275
F  -0.2958  0.0559  -1.6774  -0.495
F  -1.1666  1.5100  -0.1402  -0.321
F  1.1342  1.1761  -0.3660  -0.388
F  0.0047  0.5536  1.5135  -0.505
F  0.8777  -1.0154  -0.0338  -0.995
C  2.1900  2.4508  -4.2730  -0.979
N  1.8130  1.4785  -5.3356  0.107
C  1.8053  0.1233  -4.6381  -1.451
C  0.4358  1.8436  -5.8232  -0.848
C  2.8379  1.5661  -6.4597  -0.486
C  2.9765  0.3455  -7.3401  -0.642
O  1.7298  0.0990  -7.9585  -0.523
H  3.1049  2.1267  -3.7708  0.374
H  1.4136  2.4215  -3.5098  0.423
H  2.4112  3.4716  -4.5804  0.372
H  1.0817  0.1809  -3.8287  0.404
H  2.8113  -0.0940  -4.3056  0.523
H  1.4254  -0.5234  -5.4262  0.573
H  0.5089  2.8476  -6.2360  0.405
H  -0.2928  1.8488  -5.0179  0.339
H  0.2064  1.1368  -6.6163  0.369
H  3.7584  1.7052  -5.8866  0.410
H  2.6941  2.5150  -6.9731  0.491
H  3.3273  -0.5008  -6.7449  0.335
H  3.7387  0.6352  -8.0699  0.414
H  1.7681  -0.7686  -8.3813  0.345
C  -0.8165  -3.9527  0.2941  -0.353
N  -0.6903  -4.3625  1.7556  0.258
C  0.2757  -5.5152  1.8175  -0.826
C  -0.1340  -3.1382  2.4499  -0.191
C  -1.9936  -4.6617  2.4432  0.236
C  -2.8085  -5.7514  1.8066  -0.790
O  -3.5844  -5.1856  0.7585  -0.497
H  -0.9406  -4.8071  -0.3627  0.400
H  -0.0775  -3.2439  -0.0696  -0.022
H  -1.7549  -3.3977  0.3181  0.130
H  0.2141  -5.8761  2.8446  0.385
H  1.2775  -5.1356  1.6425  0.232
H  0.0058  -6.3069  1.1286  0.409
H  0.8477  -2.8658  2.0804  -0.297
H  -0.0638  -3.3679  3.5125  0.457
H  -0.8557  -2.3460  2.2720  0.196
H  -2.5946  -3.7522  2.5280  -0.414
H  -1.7562  -4.8067  3.4991  0.548
H  -3.4870  -6.1378  2.5812  0.437
H  -2.2697  -6.6365  1.4531  0.371
H  -3.9543  -5.9159  0.2464  0.322
C  -3.3621  3.7775  -1.4362  -1.127
C  -2.0858  4.4408  -0.8832  -0.202
C  -2.2551  4.6024  0.6272  -0.454
N  -0.9637  5.0738  1.3138  0.350
C  -0.9657  6.5823  1.2180  -0.983
C  0.3477  4.5068  0.8165  -0.343
C  1.3287  4.5072  1.9775  -0.764
C  0.4551  4.4299  3.2452  -0.652
C  -1.0036  4.6247  2.7668  0.033
H  -3.3344  3.7850  -2.5237  0.424
H  -4.2445  4.2851  -1.0539  0.407
H  -3.3514  2.7241  -1.1482  0.046
H  -1.9892  5.4480  -1.2986  0.511
H  -1.1886  3.8761  -1.1165  0.121
H  -2.4674  3.5917  0.9809  -0.219
H  -3.0233  5.3144  0.9092  0.572
H  -0.0408  6.8700  1.7176  0.447
H  -1.8208  7.0219  1.7210  0.367
H  -0.9273  6.8964  0.1791  0.335
H  0.6801  5.0571  -0.0576  0.461
H  0.1392  3.4541  0.6243  -0.043
H  1.9094  5.4281  2.0172  0.385
H  2.0017  3.6567  1.9238  0.427
H  0.7176  5.2282  3.9345  0.339
H  0.6263  3.4762  3.7381  0.348
H  -1.5079  5.3080  3.4443  0.448
H  -1.5145  3.6649  2.7639  -0.277
C  2.5083  -2.8183  -3.3766  -1.713
C  3.0212  -2.1303  -2.0996  1.600
C  4.3558  -2.7628  -1.6142  -1.269
N  4.8004  -2.2314  -0.2736  0.460
C  3.8902  -2.7709  0.7923  -1.004
C  4.8344  -0.7178  -0.1861  -0.305
C  6.1919  -0.3002  0.4614  -0.684
C  6.8892  -1.6319  0.8175  -0.629
C  6.2064  -2.7115  0.0240  -0.599
H  2.4178  -3.9067  -3.3872  0.435
H  3.3337  -2.7287  -4.0982  0.461
H  1.5742  -2.4116  -3.7516  0.372
H  2.2084  -2.3461  -1.4081  -0.982
H  3.2592  -1.0806  -2.2192  0.335
H  5.0857  -2.3758  -2.3309  0.532
H  4.4915  -3.8414  -1.6509  0.421
H  2.8885  -2.3671  0.6767  0.049
H  4.3912  -2.4735  1.7121  0.544
H  3.8354  -3.8571  0.7542  0.423
H  3.9748  -0.3351  0.3535  0.220
H  4.9023  -0.2566  -1.1685  0.169
H  6.0533  0.2718  1.3742  0.318
H  6.8462  0.2439  -0.2130  0.372
H  6.8059  -1.8281  1.8871  0.362
H  7.9523  -1.5893  0.5916  0.388
H  6.1926  -3.6869  0.5084  0.346
H  6.6980  -2.9005  -0.9317  0.464
C  -1.5392  0.6319  4.6772  -1.182
C  -3.0561  0.5314  4.4205  -0.556
C  -3.3317  -0.2703  3.1591  0.391
N  -4.7815  -0.6163  2.9148  0.144
C  -5.3499  -1.5527  3.9298  -0.933
C  -4.8714  -1.1656  1.4971  0.074
C  -4.8302  0.0519  0.5603  -0.351
C  -5.1885  1.2315  1.4827  0.129
C  -5.6810  0.6171  2.7594  -1.000
H  -1.0924  1.0068  3.7554  0.092
H  -1.1001  -0.3029  5.0224  0.407
H  -1.4075  1.3298  5.5033  0.416
H  -3.4262  1.5476  4.2706  0.341
H  -3.4798  0.0648  5.3109  0.263
H  -2.9295  -1.2780  3.3060  -0.218
H  -2.8370  0.1966  2.3101  -0.076
H  -6.3280  -1.8506  3.5529  0.494
H  -5.5219  -1.0290  4.8654  0.410
H  -4.7523  -2.4539  4.0300  0.241
H  -5.8451  -1.6469  1.4472  0.530
H  -4.0598  -1.8638  1.2995  -0.340
H  -5.5804  -0.1513  -0.1989  0.601
H  -3.8486  0.2560  0.1390  -0.136
H  -5.9063  1.8859  0.9891  0.627
H  -4.3377  1.8717  1.7274  -0.362
H  -6.6955  0.2243  2.6923  0.432
H  -5.5851  1.2035  3.6702  0.517

Its spin multiplicity is 1. For the HOMO energy, the calculation gives -18.66 eV. Its frontier orbital gap is 0.406 Ha. Its total energy is -2708.378843 Eh. As for the charge: +4. The LUMO energy is -0.279 Ha.


Density functional theory data (ωB97M-V/def2-TZVPD) for an isolated ion of composition C3H2NO2S2 and charge -1 in a non-equilibrium geometry.

Last column: Mulliken spin population.
CARTESIAN COORDINATES (ANGSTROEM)
C  -1.5488  -0.0248  0.9408  -0.014
C  -0.6771  2.2150  1.2183  0.709
C  -0.3374  -0.7055  0.4198  0.004
N  -1.4888  1.3120  1.0594  0.211
O  -2.5649  -0.6196  1.2471  0.009
O  1.0011  4.2436  0.7045  -0.020
S  0.8099  -0.7666  1.7590  0.986
S  -0.2697  3.8470  1.3935  0.082
H  -0.7584  -1.7195  0.2092  0.001
H  0.1291  -0.0108  -0.2485  0.031

Its spin multiplicity is 3. For the HOMO energy (alpha / beta), the calculation gives -2.14 / -3.32 eV. Its frontier orbital gap (alpha / beta) is 0.197 / 0.159 Ha. Its total energy is -1117.035617 Eh. As for the charge: -1. The LUMO energy (alpha / beta) is 0.118 / 0.037 Ha.


Density functional theory data (ωB97M-V/def2-TZVPD) for the molecule C2H2N2OS in a non-equilibrium geometry.

Last column: Mulliken spin population.
CARTESIAN COORDINATES (ANGSTROEM)
C  0.1173  0.7692  0.5473  0.218
C  0.0287  0.4988  -0.7449  0.165
N  0.0931  0.0585  1.6868  0.348
N  0.1631  0.4239  -1.9420  0.287
O  -0.4003  -2.3606  0.8031  0.343
S  -0.2879  -1.4408  1.9184  0.629
H  0.3418  1.7599  0.6441  0.008
H  -0.0557  0.2912  -2.9128  0.002

Its spin multiplicity is 3. For the HOMO energy (alpha / beta), the calculation gives -6.39 / -10.09 eV. Its frontier orbital gap (alpha / beta) is 0.247 / 0.292 Ha. Its total energy is -660.179430 Eh. The LUMO energy (alpha / beta) is 0.012 / -0.079 Ha.